The following is a quantum chemistry calculation of C48H43As2IrN7O2S4 as an isolated structure at a distorted geometry, from the OMol25 dataset.

Summary:
HOMO level = -9.5 eV
Max |F| = 4.89 eV/A
Total charge = +1
DFT total energy = -232849.8237 eV
Relative energy (zero: lowest compared OMol25 entry of this formula, charge and spin) = 4.1384 eV

CARTESIAN COORDINATES (ANGSTROEM)
Ir 0.264 -0.232 0.742
S 2.362 -1.184 -0.456
C 1.774 -2.495 -1.460
C 2.665 -3.011 -2.404
C 2.325 -4.123 -3.147
C 1.108 -4.754 -2.935
C 0.215 -4.228 -2.017
C 0.507 -3.069 -1.307
As -0.813 -2.300 -0.084
C -1.113 -3.924 0.933
C -2.329 -4.594 0.941
C -2.510 -5.691 1.767
C -1.480 -6.118 2.589
C -0.262 -5.455 2.578
C -0.078 -4.363 1.752
C -2.405 -2.020 -1.200
C -3.283 -1.060 -0.694
C -4.376 -0.636 -1.427
C -4.620 -1.185 -2.676
C -3.759 -2.140 -3.186
C -2.650 -2.551 -2.462
H 3.622 -2.526 -2.537
H 3.020 -4.511 -3.875
H 0.856 -5.641 -3.495
H -0.724 -4.733 -1.817
H -3.142 -4.234 0.319
H -3.460 -6.208 1.776
H -1.630 -6.970 3.236
H 0.535 -5.788 3.228
H 0.864 -3.822 1.765
H -3.076 -0.639 0.284
H -5.030 0.123 -1.030
H -5.473 -0.865 -3.253
H -3.949 -2.571 -4.157
H -1.975 -3.274 -2.901
C 0.804 5.194 0.520
C -0.016 4.318 1.386
N -0.563 4.628 2.514
N -1.236 3.533 2.933
C -1.103 2.507 2.068
S -1.822 1.021 2.018
N -0.314 3.013 1.067
N 0.088 2.242 -0.008
H 0.762 6.205 0.913
H 0.421 5.189 -0.501
H 1.844 4.864 0.507
H -1.675 3.507 3.839
H 0.999 2.555 -0.357
H -0.597 2.297 -0.770
N 4.838 -4.214 5.648
C 4.071 -3.190 5.186
C 3.084 -2.614 5.998
C 2.280 -1.605 5.516
C 2.440 -1.152 4.216
C 3.399 -1.717 3.390
C 4.217 -2.714 3.876
S 1.235 -0.052 3.527
O 1.769 0.708 2.401
O 0.575 0.735 4.530
N 0.198 -1.106 2.803
C -0.879 -1.566 3.403
S -1.082 -1.537 5.166
C -2.631 -2.258 4.943
C -2.874 -2.460 3.616
N -1.902 -2.075 2.769
H 4.836 -4.428 6.630
H 5.648 -4.499 5.126
H 2.952 -2.982 7.003
H 1.531 -1.152 6.145
H 3.505 -1.362 2.377
H 4.968 -3.149 3.235
H -3.265 -2.464 5.783
H -3.771 -2.888 3.205
C -2.240 3.552 -4.042
C -1.028 4.116 -3.679
C -0.007 3.315 -3.194
C -0.187 1.941 -3.074
C -1.430 1.395 -3.383
C -2.444 2.190 -3.885
As 1.160 0.678 -2.345
C 1.737 -0.148 -4.021
C 3.077 -0.207 -4.389
C 3.445 -0.799 -5.586
C 2.483 -1.353 -6.416
C 1.152 -1.336 -6.033
C 0.784 -0.747 -4.837
C 2.642 1.920 -2.010
C 3.161 2.025 -0.722
C 4.167 2.932 -0.434
C 4.653 3.762 -1.428
C 4.144 3.670 -2.714
C 3.157 2.744 -3.010
H -3.030 4.178 -4.424
H -0.873 5.182 -3.769
H 0.938 3.769 -2.918
H -1.608 0.338 -3.209
H -3.395 1.747 -4.139
H 3.834 0.227 -3.745
H 4.486 -0.826 -5.876
H 2.771 -1.803 -7.355
H 0.401 -1.785 -6.666
H -0.258 -0.743 -4.538
H 2.795 1.377 0.068
H 4.556 2.985 0.572
H 5.424 4.480 -1.198
H 4.517 4.327 -3.487
H 2.776 2.655 -4.023

Atomic partial charges in e from the Mulliken method, atoms 1 to 4: 2.4201, -0.1879, 1.0320, -0.5656